(w)
Formula: C4H7P
Source: the OMol25 dataset
Level of theory: wB97M-V/def2-TZVPD

Properties
* SMILES: [H]/P=C(\C)C=C
* E_LUMO: -0.280 eV
* E_HOMO: -8.62 eV
* Kohn-Sham gap: 8.34 eV
* 2S+1: 1
* molar mass: 86.07 Da

XYZ file:
```
12
C4H7P (wB97M-V/def2-TZVPD)
H -0.48556 -1.91256 -2.46532
P -1.25953 -0.88967 -1.78218
C -0.23048 -0.29426 -0.56115
C 1.22485 -0.72222 -0.34572
C -0.84713 0.72644 0.33288
C -0.55531 1.25577 1.54477
H 1.63089 -0.00601 0.37871
H 1.34321 -1.78248 -0.02126
H 1.78792 -0.46996 -1.14533
H -1.89863 1.07627 0.04366
H -1.17181 1.93953 2.07266
H 0.46157 1.07915 1.94828
```

Atomic partial charges in e from the natural (NBO) method, atoms 1 to 5: atom 1 (H): -0.05, atom 2 (P): 0.41, atom 3 (C): -0.36, atom 4 (C): -0.65, atom 5 (C): -0.24


(x)
Formula: C4H7P
Source: the OMol25 dataset
Level of theory: wB97M-V/def2-TZVPD

Properties
* E_LUMO (alpha / beta): -0.613 / -0.043 eV
* E_HOMO (alpha / beta): -8.59 / -8.12 eV
* Kohn-Sham gap (alpha / beta): 7.98 / 8.08 eV
* 2S+1: 1
* molar mass: 86.07 Da

XYZ file:
```
12
C4H7P (wB97M-V/def2-TZVPD)
C -2.51194 0.96508 0.45074
C 1.43709 -0.22295 -0.96727
C 1.28479 -0.08020 0.53120
C 0.49333 -1.09485 -0.26225
P -2.92657 -0.34022 -0.46553
H -3.04256 1.18419 1.36144
H -1.54646 1.46973 0.58748
H 1.13102 0.54636 -1.66460
H 2.42130 -0.58562 -1.31202
H 2.21914 -0.38520 1.05222
H 0.66388 0.67153 1.05517
H 0.37699 -2.12784 -0.36659
```

Atomic partial charges in e from the natural (NBO) method, atoms 1 to 5: atom 1 (C): -0.93, atom 2 (C): -0.49, atom 3 (C): -0.48, atom 4 (C): -0.09, atom 5 (P): 0.49


Tell me which of them is the least stable. Sure, it is (x).


(w)
Formula: C2H6I2N3
Source: the OMol25 dataset
Level of theory: wB97M-V/def2-TZVPD

Properties
* charge: +1
* E_LUMO: -4.368 eV
* E_HOMO: -13.20 eV
* Kohn-Sham gap: 8.83 eV
* 2S+1: 1
* molar mass: 325.90 Da

XYZ file:
```
13
C2H6I2N3 (wB97M-V/def2-TZVPD)
C 1.00731 -0.34444 -0.26008
C -1.48828 -0.13479 0.41550
N 2.25391 1.36638 0.25161
N 1.13889 0.91592 0.42009
N -0.49417 -0.68875 -0.58318
I -3.30010 -1.38332 0.36198
I -1.78773 1.90453 0.22743
H 1.64754 -0.39506 -1.14311
H 1.24545 -1.14201 0.42164
H -1.31694 -0.29206 1.42682
H 2.41069 2.12741 0.78630
H -0.72751 -0.26914 -1.54127
H -0.58907 -1.66467 -0.78372
```

Atomic partial charges in e from the natural (NBO) method, atoms 1 to 5: atom 1 (C): -0.10, atom 2 (C): -0.41, atom 3 (N): -0.25, atom 4 (N): -0.16, atom 5 (N): -0.57


(x)
Formula: C2H6I2N3
Source: the OMol25 dataset
Level of theory: wB97M-V/def2-TZVPD

Properties
* charge: +1
* E_LUMO: -4.835 eV
* E_HOMO: -13.33 eV
* Kohn-Sham gap: 8.50 eV
* 2S+1: 1
* molar mass: 325.90 Da

XYZ file:
```
13
C2H6I2N3 (wB97M-V/def2-TZVPD)
C 0.25670 -0.23891 -0.99948
C 0.38010 -0.11240 1.60256
N -0.79781 1.55214 -2.08629
N -0.72669 0.81187 -1.11408
N -0.08216 -0.99278 0.22817
I 2.53365 0.02608 1.62952
I -0.63098 -0.60690 3.53117
H 0.38637 -0.94260 -1.84318
H 1.18941 0.26379 -0.62971
H -0.04671 0.91955 1.33705
H -1.54266 2.25495 -2.13238
H -1.15117 -0.96711 0.28641
H 0.23196 -1.96768 0.19023
```

Atomic partial charges in e from the natural (NBO) method, atoms 1 to 5: atom 1 (C): -0.14, atom 2 (C): -0.46, atom 3 (N): -0.25, atom 4 (N): -0.19, atom 5 (N): -0.58


Tell me which of them is the least stable. Sure, it is (x).


(w)
Formula: C4H3NO2
Source: the OMol25 dataset
Level of theory: wB97M-V/def2-TZVPD

Properties
* E_LUMO: 0.341 eV
* E_HOMO: -9.45 eV
* Kohn-Sham gap: 9.80 eV
* 2S+1: 1
* molar mass: 97.07 Da

XYZ file:
```
10
C4H3NO2 (wB97M-V/def2-TZVPD)
O -2.25461 0.44354 0.00963
C -1.32928 1.13384 0.35529
C 0.24697 -0.08526 1.42751
N 0.10409 0.60486 0.33901
C 0.63748 -0.07298 -0.80886
C 0.98047 -1.27185 -0.33352
O 0.75346 -1.29009 1.02220
H -1.45406 2.22318 0.51262
H 0.87705 0.45617 -1.73563
H 1.43842 -2.14141 -0.78826
```

Atomic partial charges in e from the natural (NBO) method, atoms 1 to 5: atom 1 (O): -0.47, atom 2 (C): 0.58, atom 3 (C): 0.30, atom 4 (N): -0.53, atom 5 (C): -0.15


(x)
Formula: C4H3NO2
Source: the OMol25 dataset
Level of theory: wB97M-V/def2-TZVPD

Properties
* E_LUMO (alpha / beta): -2.456 / -2.455 eV
* E_HOMO (alpha / beta): -10.17 / -10.17 eV
* Kohn-Sham gap (alpha / beta): 7.72 / 7.72 eV
* 2S+1: 1
* molar mass: 97.07 Da

XYZ file:
```
10
C4H3NO2 (wB97M-V/def2-TZVPD)
C -0.62748 -0.76871 -1.41397
C -1.16837 -1.01744 -2.53316
C 0.90753 -0.71096 0.76785
C -0.26527 -0.49614 -0.19638
N -0.86664 1.35266 0.43412
O 2.01914 -0.03777 0.34048
O 0.80368 -1.32267 1.80049
H -1.10638 1.01144 1.40434
H -1.69391 1.45935 -0.13448
H 1.99769 0.53023 -0.46928
```

Atomic partial charges in e from the natural (NBO) method, atoms 1 to 5: atom 1 (C): -0.54, atom 2 (C): 0.24, atom 3 (C): 0.73, atom 4 (C): 0.28, atom 5 (N): -0.78


(y)
Formula: C4H3NO2
Source: the OMol25 dataset
Level of theory: wB97M-V/def2-TZVPD

Properties
* SMILES: O=c1ccnco1
* E_LUMO: 0.172 eV
* E_HOMO: -10.08 eV
* Kohn-Sham gap: 10.25 eV
* 2S+1: 1
* molar mass: 97.07 Da

XYZ file:
```
10
C4H3NO2 (wB97M-V/def2-TZVPD)
O 0.32652 -2.43227 0.30702
C 0.01440 -1.30085 -0.09905
C -0.54857 -0.26170 0.86394
C -0.36332 1.00708 0.66956
N 0.16762 1.33730 -0.47096
C 0.49051 0.52935 -1.26436
O 0.45326 -0.78459 -1.22586
H -0.89752 -0.66818 1.83225
H -0.79040 1.77667 1.41408
H 1.14750 0.79720 -2.02663
```

Atomic partial charges in e from the natural (NBO) method, atoms 1 to 5: atom 1 (O): -0.56, atom 2 (C): 0.73, atom 3 (C): -0.32, atom 4 (C): 0.02, atom 5 (N): -0.48


(z)
Formula: C4H3NO2
Source: the OMol25 dataset
Level of theory: wB97M-V/def2-TZVPD

Properties
* E_LUMO: -0.562 eV
* E_HOMO: -9.59 eV
* Kohn-Sham gap: 9.02 eV
* 2S+1: 1
* molar mass: 97.07 Da

XYZ file:
```
10
C4H3NO2 (wB97M-V/def2-TZVPD)
O 2.02809 1.14771 -0.73515
C 0.91995 1.13817 -1.20840
C -0.19026 0.33401 -0.48841
N -1.30984 -0.10521 -0.96838
O -1.72199 -1.32729 0.23931
C -0.75843 -1.16345 1.10413
C 0.08878 -0.14933 0.81540
H 0.71005 1.66206 -2.15362
H -0.54900 -1.85969 1.92135
H 0.78266 0.32302 1.47379
```

Atomic partial charges in e from the natural (NBO) method, atoms 1 to 5: atom 1 (O): -0.46, atom 2 (C): 0.42, atom 3 (C): 0.02, atom 4 (N): -0.05, atom 5 (O): -0.37


Tell me which of them is the least stable. Sure, it is (x).


(w)
Formula: C4H3NO2
Source: the OMol25 dataset
Level of theory: wB97M-V/def2-TZVPD

Properties
* E_LUMO: -1.763 eV
* E_HOMO: -10.10 eV
* Kohn-Sham gap: 8.34 eV
* 2S+1: 1
* molar mass: 97.07 Da

XYZ file:
```
10
C4H3NO2 (wB97M-V/def2-TZVPD)
N 2.02599 -0.40717 -0.01772
C 0.81380 -0.08642 -0.01637
C -0.36950 -1.00273 0.16076
C -1.55782 -0.24095 0.46578
C -1.07372 1.16382 0.04275
O -1.73445 2.14544 -0.09814
O 0.30677 1.18737 -0.15275
H 2.63123 0.40781 -0.12426
H -0.18239 -1.98878 0.58564
H -0.85992 -1.17837 -0.84568
```

Atomic partial charges in e from the natural (NBO) method, atoms 1 to 5: atom 1 (N): -0.62, atom 2 (C): 0.53, atom 3 (C): -0.65, atom 4 (C): 0.10, atom 5 (C): 0.62


(x)
Formula: C4H3NO2
Source: the OMol25 dataset
Level of theory: wB97M-V/def2-TZVPD

Properties
* SMILES: O=c1cccno1
* E_LUMO: -0.356 eV
* E_HOMO: -10.03 eV
* Kohn-Sham gap: 9.68 eV
* 2S+1: 1
* molar mass: 97.07 Da

XYZ file:
```
10
C4H3NO2 (wB97M-V/def2-TZVPD)
O -2.52678 -0.31344 -0.10349
C -1.38340 -0.38258 0.18045
C -0.62480 0.82712 -0.02919
C 0.67430 0.83546 0.17709
C 1.32359 -0.47997 -0.08114
N 0.58818 -1.53136 -0.09852
O -0.68684 -1.59747 0.15082
H -0.93352 1.82391 -0.15993
H 1.32240 1.65156 -0.02065
H 2.24687 -0.83322 -0.01544
```

Atomic partial charges in e from the natural (NBO) method, atoms 1 to 5: atom 1 (O): -0.52, atom 2 (C): 0.70, atom 3 (C): -0.27, atom 4 (C): -0.18, atom 5 (C): -0.05


Tell me which of them is the least stable. Sure, it is (w).


(w)
Formula: C4H3NO2
Source: the OMol25 dataset
Level of theory: wB97M-V/def2-TZVPD

Properties
* SMILES: O=Cc1ccon1
* E_LUMO: -0.057 eV
* E_HOMO: -10.37 eV
* Kohn-Sham gap: 10.31 eV
* 2S+1: 1
* molar mass: 97.07 Da

XYZ file:
```
10
C4H3NO2 (wB97M-V/def2-TZVPD)
O 2.43109 0.12644 -0.05602
C 1.57897 0.97216 0.09760
C 0.13803 0.53603 0.09260
C -0.14610 -0.84874 0.16281
C -1.45041 -0.93422 -0.15146
O -1.96455 0.29882 -0.31651
N -0.94276 1.24135 -0.15546
H 1.86219 2.03020 0.21929
H 0.54198 -1.61078 0.47040
H -2.04844 -1.81126 -0.36324
```

Atomic partial charges in e from the natural (NBO) method, atoms 1 to 5: atom 1 (O): -0.49, atom 2 (C): 0.41, atom 3 (C): 0.01, atom 4 (C): -0.34, atom 5 (C): 0.14


(x)
Formula: C4H3NO2
Source: the OMol25 dataset
Level of theory: wB97M-V/def2-TZVPD

Properties
* E_LUMO: 0.697 eV
* E_HOMO: -10.05 eV
* Kohn-Sham gap: 10.74 eV
* 2S+1: 1
* molar mass: 97.07 Da

XYZ file:
```
10
C4H3NO2 (wB97M-V/def2-TZVPD)
C 1.42578 0.31344 -0.00221
C -0.03891 -0.91170 -0.05537
C -1.39569 0.66321 0.00359
C -0.10764 0.47482 -0.20416
H 2.15953 0.46539 -0.87309
H 1.88634 0.74660 0.90474
H -2.02239 1.50163 0.23210
N -1.13619 -1.56899 -0.05041
O 1.29776 -1.18927 0.04531
O -2.06859 -0.49514 -0.00051
```

Atomic partial charges in e from the natural (NBO) method, atoms 1 to 5: atom 1 (C): -0.06, atom 2 (C): 0.44, atom 3 (C): 0.17, atom 4 (C): -0.27, atom 5 (H): 0.22


Tell me which of them is the least stable. Sure, it is (x).